Record 1
Below is a molecular structure, C5H13NO2, with properties calculated with ωB97M-V/def2-TZVPD.

ORCA input file:
```
! wB97M-V def2-TZVPD RIJCOSX def2/J DEFGRID3
* xyz 0 1
C -1.9013 0.6567 0.2117
C -2.5431 -0.5172 0.8725
N -1.7274 0.8832 -1.0484
O -1.4861 1.5726 1.0689
O -0.5566 2.4168 0.3394
H -1.9701 0.1333 -1.6797
H -0.8866 2.0367 -0.7724
H -1.7686 -1.2195 1.1784
H -3.0342 -0.1747 1.7829
H -3.2351 -1.0289 0.2061
C 1.4715 -0.9628 -0.3883
C 2.0673 0.0819 -1.3265
C 1.6083 -0.5529 1.0766
H 1.9655 -1.9248 -0.5498
H 0.4111 -1.0961 -0.6317
H 1.9260 -0.2040 -2.3671
H 2.6619 -0.5082 1.3621
H 1.5901 1.0449 -1.1589
H 3.1319 0.1995 -1.1501
H 1.1094 -1.2676 1.7362
H 1.1663 0.4314 1.2379
*
```

The value obtained for the gap between HOMO and LUMO is 10.666 eV. The value obtained for the HOMO energy is -9.89 eV. Its total energy is -10977.7992 eV.

=====

Record 2
Below is a single C5H13NO2 molecule, with properties calculated with ωB97M-V/def2-TZVPD.

ORCA input file:
```
! wB97M-V def2-TZVPD RIJCOSX def2/J DEFGRID3
* xyz 0 1
C -2.2704 -1.0682 0.4309
C -1.4220 -0.9720 -0.8268
C 0.1113 -0.6079 -0.6018
O 0.7435 -1.7657 -0.0739
C 0.2730 0.5977 0.3316
N -0.5276 1.7651 -0.0355
C 1.8398 1.0332 0.4407
O 2.7270 -0.0560 0.1694
H -2.5198 -0.0747 0.8154
H -1.7589 -1.6260 1.2202
H -3.2145 -1.5776 0.2099
H -1.8808 -0.2613 -1.5217
H -1.4362 -1.9492 -1.3249
H 0.5454 -0.4037 -1.5871
H 1.6772 -1.5001 0.0991
H 0.0053 0.2913 1.3494
H -0.3822 2.5210 0.6298
H -0.2585 2.1034 -0.9570
H 2.0833 1.8388 -0.2613
H 2.0492 1.3977 1.4527
H 3.6161 0.3144 0.0407
*
```

The value obtained for the gap between HOMO and LUMO is 9.961 eV. The value obtained for the HOMO energy is -9.38 eV. Its total energy is -10980.4027 eV. Its SMILES is CC[C@H](O)[C@H](N)CO.

=====

Record 3
Below is 2 unconnected molecules or ions with the total composition C5H13NO2, with properties calculated with ωB97M-V/def2-TZVPD.

ORCA input file:
```
! wB97M-V def2-TZVPD RIJCOSX def2/J DEFGRID3
* xyz 0 1
C 2.5295 -0.7491 -1.4541
C 1.5204 -1.4557 -0.5521
N 0.2604 -0.6919 -0.4575
C -0.9325 -1.5173 -0.3106
C -2.1565 -0.6252 -0.7120
C -1.9502 0.8150 -0.2615
O -2.0337 1.1488 0.8914
H 2.5496 -1.1615 -2.4579
H 2.3119 0.3181 -1.4739
H 3.5469 -0.8504 -1.0671
H 1.9298 -1.5812 0.4632
H 1.3080 -2.4860 -0.8377
H 0.4264 0.0539 0.2053
H -1.2236 -1.7614 0.7160
H -0.7771 -2.3117 -1.0279
H -2.2550 -0.5087 -1.7973
H -3.0882 -0.9950 -0.2931
H -1.6630 1.5956 -0.9937
O 1.7795 2.6058 2.5255
H 1.3837 3.4887 2.3857
H 2.2372 2.2641 1.7839
*
```

The value obtained for the gap between HOMO and LUMO is 9.563 eV. The value obtained for the HOMO energy is -8.85 eV. Its total energy is -10979.6198 eV. Its SMILES is CCNCCC=O.O.

=====

Record 4
Below is a molecular structure, C5H13NO2, with properties calculated with ωB97M-V/def2-TZVPD.

ORCA input file:
```
! wB97M-V def2-TZVPD RIJCOSX def2/J DEFGRID3
* xyz 0 1
C 0.8928 0.1707 1.5015
O 0.6138 -1.1963 1.6154
C 0.3403 0.7308 0.1881
C -1.0714 0.4399 -0.1272
C -1.2955 -0.3937 -1.2972
C -0.4699 -1.4285 -1.5358
N -1.7751 2.8009 -0.3248
H 0.3626 0.6443 2.3339
H 1.9723 0.3105 1.4010
H 3.0429 -2.0291 -0.3304
H 0.9788 0.5650 -0.6920
H -1.5016 1.7370 -0.4464
H -1.5675 0.1907 0.8162
H -2.0642 -0.1213 -2.0116
H 0.4948 -1.5979 -1.0306
H -0.8748 -2.2353 -2.1366
H 0.4078 1.8256 0.2591
H -2.3665 2.9295 0.4871
H -1.7393 3.7342 -0.7094
H 1.2328 -1.5943 0.9060
O 2.2731 -1.4669 -0.2469
*
```

The value obtained for the gap between HOMO and LUMO is 4.313 eV. The value obtained for the HOMO energy is -7.74 eV. Its total energy is -10973.1641 eV.

=====

Record 5
Below is 2 unconnected molecules or ions with the total composition C5H13NO2, with properties calculated with ωB97M-V/def2-TZVPD.

ORCA input file:
```
! wB97M-V def2-TZVPD RIJCOSX def2/J DEFGRID3
* xyz 0 1
C -0.7078 -2.4179 1.2355
N -0.5462 -1.0278 1.0835
C 0.2298 -0.6436 -0.1094
C 1.6915 -0.9016 0.0884
C 0.0248 0.9067 -0.5001
C 0.6844 1.1754 -1.8340
O 0.5388 0.5936 -2.8787
H -1.6939 -2.4694 1.8589
H 0.0036 -3.2091 1.3077
H -1.1521 -2.8462 0.3178
H -0.2538 -0.4953 1.9038
H -0.0217 -1.1879 -1.1125
H 2.4070 -0.5263 -0.6890
H 2.0542 -0.6103 1.0382
H 1.7850 -2.0099 0.1399
H -1.0935 1.0931 -0.4821
H 0.3545 1.7203 0.2629
H 1.5053 1.9297 -1.8167
O -1.4757 2.2706 1.9785
H -2.3129 2.8458 1.7717
H -1.7985 1.3328 1.8341
*
```

The value obtained for the gap between HOMO and LUMO is 9.780 eV. The value obtained for the HOMO energy is -9.11 eV. Its total energy is -10978.7960 eV. Its SMILES is CN[C@H](C)CC=O.O.

=====

Record 6
Below is 3 unconnected molecules or ions with the total composition C5H13NO2, with properties calculated with ωB97M-V/def2-TZVPD.

ORCA input file:
```
! wB97M-V def2-TZVPD RIJCOSX def2/J DEFGRID3
* xyz 0 1
C 0.0305 -2.8748 -0.2933
C 0.6989 -1.8500 -0.8726
C 0.8961 -0.3881 -0.4829
C 0.2325 0.4703 -1.2302
C 0.0203 1.9524 -0.8177
N 0.3845 2.8067 -2.0046
H 0.2178 -3.7844 -0.8223
H -0.4830 -3.0859 0.6057
H 1.0699 -2.0395 -1.8987
H 1.3515 -0.0922 0.4182
H -0.3422 0.1396 -2.0498
H -0.9132 2.2491 -0.3967
H 0.7706 2.2323 0.0122
H 0.8151 2.3783 -2.8048
H -0.5054 3.1252 -2.3024
O 0.0187 -1.3198 2.6696
H 0.1480 -0.6935 1.9557
H 0.6288 -1.3957 3.4073
O -1.9029 0.9396 2.2258
H -1.0882 1.2825 2.4684
H -2.0482 -0.0520 2.2132
*
```

The value obtained for the gap between HOMO and LUMO is 9.461 eV. The value obtained for the HOMO energy is -8.87 eV. Its total energy is -10978.0024 eV. Its SMILES is C=C/C=C/CN.O.O.